One molecule with the formula C27H37N3O4S. Source: OMol25; level of theory: ωB97M-V with the def2-TZVPD basis set.

The calculation puts the highest occupied orbital energy at -8.70 eV. The LUMO energy is -0.3 eV. The calculated total energy is -1914.4914 Eh. For the energy relative to the best compared isomer or geometry (same formula, charge and spin), the calculation gives 8.1 kcal per mole. Its multiplicity is 1. Its SMILES is CCN1C(=O)c2ccccc2S(=O)(=O)c2ccc(C(=O)NCCCN(CC(C)C)CC(C)C)cc21.

Last column: natural (NBO) charge in e.
Element x y z (Å)
C 5.55 2.45 1.61  -0.63
C 4.49 1.62 2.33  -0.22
N 3.88 0.66 1.41  -0.48
C 4.10 -0.67 1.63  0.69
O 4.68 -1.07 2.62  -0.59
C 3.49 -1.65 0.68  -0.13
C 2.66 -2.64 1.18  -0.16
C 2.16 -3.62 0.33  -0.19
C 2.50 -3.63 -1.01  -0.20
C 3.35 -2.66 -1.51  -0.20
C 3.84 -1.68 -0.67  -0.24
S 4.81 -0.32 -1.31  2.19
O 5.97 -0.09 -0.50  -0.92
O 4.98 -0.48 -2.72  -0.93
C 3.56 0.93 -1.00  -0.36
C 2.89 1.50 -2.07  -0.18
C 1.81 2.32 -1.85  -0.20
C 1.40 2.57 -0.55  -0.10
C 0.14 3.31 -0.21  0.66
O 0.02 3.97 0.81  -0.61
N -0.86 3.12 -1.10  -0.61
C -2.24 3.43 -0.80  -0.23
C -3.06 2.14 -0.63  -0.41
C -2.58 1.32 0.58  -0.22
N -2.97 -0.07 0.47  -0.47
C -4.37 -0.27 0.83  -0.21
C -5.02 -1.43 0.07  -0.23
C -6.39 -1.74 0.66  -0.60
C -5.13 -1.08 -1.41  -0.61
C -2.07 -0.97 1.18  -0.21
C -1.00 -1.65 0.29  -0.21
C -1.64 -2.61 -0.71  -0.61
C -0.12 -0.65 -0.45  -0.61
C 2.11 2.05 0.52  -0.21
C 3.19 1.20 0.31  0.27
H 6.24 1.79 1.10  0.24
H 5.10 3.12 0.89  0.20
H 6.10 3.04 2.34  0.22
H 4.93 1.04 3.13  0.25
H 3.71 2.27 2.74  0.19
H 2.42 -2.64 2.23  0.23
H 1.51 -4.38 0.73  0.22
H 2.12 -4.40 -1.66  0.22
H 3.65 -2.63 -2.55  0.25
H 3.24 1.26 -3.07  0.25
H 1.30 2.77 -2.69  0.22
H -0.71 2.48 -1.86  0.39
H -2.24 4.01 0.13  0.23
H -2.67 4.04 -1.60  0.20
H -4.11 2.41 -0.52  0.21
H -2.96 1.53 -1.52  0.20
H -2.96 1.78 1.51  0.18
H -1.49 1.37 0.61  0.20
H -4.47 -0.44 1.92  0.17
H -4.92 0.64 0.59  0.19
H -4.38 -2.32 0.17  0.20
H -6.31 -2.04 1.70  0.21
H -6.86 -2.56 0.11  0.21
H -7.04 -0.87 0.59  0.20
H -5.84 -0.26 -1.55  0.20
H -5.48 -1.94 -1.98  0.21
H -4.17 -0.77 -1.80  0.22
H -1.55 -0.44 1.99  0.18
H -2.66 -1.77 1.64  0.20
H -0.36 -2.23 0.97  0.19
H -2.19 -3.39 -0.20  0.20
H -0.87 -3.08 -1.32  0.21
H -2.32 -2.07 -1.36  0.21
H 0.37 0.03 0.25  0.20
H -0.71 -0.07 -1.15  0.20
H 0.66 -1.17 -1.00  0.21
H 1.78 2.28 1.52  0.25



One molecule with the formula C3H5NO2 in a non-equilibrium geometry. Source: OMol25; level of theory: ωB97M-V with the def2-TZVPD basis set.

The calculation puts the highest occupied orbital energy at -10.00 eV. The LUMO energy is 0.7 eV. The calculated total energy is -322.5326 Eh. For the energy relative to the best compared isomer or geometry (same formula, charge and spin), the calculation gives 26.2 kcal per mole. Its multiplicity is 1. Its SMILES is NC(=O)CC=O.

Last column: natural (NBO) charge in e.
Element x y z (Å)
N -1.74 -0.09 0.58  -0.89
C -0.76 0.29 -0.34  0.69
O -0.89 1.19 -1.15  -0.55
C 0.53 -0.38 0.07  -0.65
C 1.83 0.25 -0.40  0.44
O 2.90 -0.31 -0.29  -0.51
H -2.07 -1.04 0.56  0.40
H -2.46 0.60 0.75  0.40
H 0.56 -1.46 -0.11  0.26
H 0.33 -0.31 1.15  0.28
H 1.76 1.26 -0.83  0.13



C3H4LiO as an isolated structure in a non-equilibrium geometry. Source: OMol25; level of theory: ωB97M-V with the def2-TZVPD basis set.

The calculation puts the highest occupied orbital energy (spin up / spin down) at -22.14 / -21.61 eV. The LUMO energy (spin up / spin down) is -11.9 / -14.2 eV. The calculated total energy is -198.5795 Eh. As for the total charge: +2. Its multiplicity is 2.

Last column: Löwdin spin population.
Element x y z (Å)
O 1.44 0.63 -0.54  0.29
C 1.13 -0.41 0.24  0.00
H 1.13 1.49 -0.17  0.00
H 1.10 -0.23 1.32  0.01
H 1.60 -1.34 -0.08  0.00
C -0.65 -0.45 -0.45  0.35
C -1.65 0.18 0.11  0.36
H -0.62 -0.98 -1.41  0.00
Li -3.48 1.11 0.97  0.00